A structure of composition C35H33BiClN4Si2. Source: the Open Molecules 2025 dataset; level of theory: wB97M-V/def2-TZVPD.

Geometry as XYZ:
```
76
Properties=species:S:1:pos:R:3:forces:R:3
Bi 0.537392 0.395731 -1.296398 0.93 0.02 0.12
Cl 1.295620 0.587888 -5.615793 1.73 1.13 1.01
Si 3.435740 0.752759 -4.832545 0.45 -0.32 -2.00
Si -0.002449 -1.496736 -5.965399 -0.35 -0.57 0.94
N -1.653729 1.619920 -0.548830 -1.93 -0.59 0.97
N -3.672651 1.179705 0.263822 -0.06 0.16 -0.08
N -3.015716 -1.761769 0.183382 -0.22 -0.19 0.10
N -1.066436 -1.296341 -0.744765 -1.84 0.07 0.53
C 1.714831 -3.804538 -5.720708 0.27 0.40 0.46
C 3.896050 -1.086938 -6.881550 0.29 -0.31 0.07
C 4.757383 2.879942 -1.151692 -0.01 0.20 -0.29
C -3.562688 2.563259 0.189220 0.43 -0.72 -0.05
C 6.661342 2.915915 -6.414634 -0.34 0.13 0.16
C 2.800705 0.320794 0.818374 -0.14 -0.32 0.52
C 1.672190 -2.284991 -3.825939 0.03 -0.34 -0.26
C 4.515029 -2.159163 -7.534525 -0.12 0.19 0.05
C 5.783182 1.861142 -6.113101 -0.03 0.22 0.04
C 3.661215 1.155686 -3.060826 -1.14 0.16 0.96
C 4.727235 0.714333 -2.265766 0.04 0.50 -0.09
C 6.227867 4.243270 -6.291258 -0.32 -0.18 -0.09
C -1.137630 -2.677199 -0.530900 -0.32 1.14 -0.23
C 1.181945 -2.651267 -5.097867 0.30 -0.10 -0.14
C -2.305073 2.822823 -0.284014 -0.16 -1.27 -0.16
C 2.691534 -4.559078 -5.062365 0.07 0.03 0.09
C 2.228096 1.609188 0.869292 -0.32 -0.28 -0.29
C 5.183133 -1.554176 -4.890956 -0.18 -0.50 -0.41
C 4.209795 -0.784486 -5.542502 -0.07 -0.38 -0.06
C 4.903236 4.504369 -5.903520 -0.11 -0.12 0.01
C 1.780900 -0.642043 1.026391 -0.38 0.69 0.94
C 5.401864 -2.996756 -6.847787 -0.20 0.36 0.11
C 4.457655 2.115443 -5.689938 -0.15 0.34 0.32
C 3.165891 -4.184195 -3.802284 -0.23 0.10 0.08
C 3.554469 3.216320 -1.777090 -0.23 -0.05 0.24
C 0.529393 0.061192 1.194446 1.04 -0.06 0.10
C -2.223204 -0.772363 -0.266930 1.34 -1.03 -0.72
C 2.986437 2.344661 -2.693256 0.72 -0.17 -0.14
C 5.727905 -2.679791 -5.525288 0.16 0.01 -0.14
C 4.023495 3.451806 -5.611873 0.55 0.16 -0.18
C 2.648511 -3.043176 -3.185764 -0.05 0.12 -0.09
C 5.322972 1.623222 -1.387887 -0.16 0.04 0.38
C -2.511916 0.642435 -0.191065 0.50 1.71 -0.40
C 0.813899 1.480179 1.027356 0.59 -0.37 0.22
C -2.352183 -2.973700 0.009676 0.06 0.66 0.03
H 6.427197 -3.320413 -4.986540 -0.14 0.21 -0.09
H 6.248512 1.360943 -0.882670 -0.20 -0.09 0.06
H 4.296479 -2.327360 -8.589961 0.00 -0.09 0.30
H 0.095416 2.280674 1.208906 0.39 -0.30 -0.09
H -4.375006 3.207776 0.446437 -0.17 0.15 0.18
H 5.234598 3.609137 -0.482929 -0.13 -0.48 -0.32
H 4.544034 5.535619 -5.804897 0.23 -0.41 -0.13
H 3.865920 0.098552 0.680940 -0.63 0.15 0.02
H -2.804624 -3.907279 0.265834 -0.08 -0.20 0.14
H -0.308686 -3.320176 -0.775237 -0.11 -0.03 -0.12
H 3.041686 4.157242 -1.580348 0.24 -0.15 0.15
H 3.128325 -5.437032 -5.537601 -0.18 0.20 0.01
H 2.765670 2.553117 0.843657 -0.18 -0.29 -0.26
H 1.417638 -4.070231 -6.742013 0.01 0.05 0.49
H 3.160130 -0.473251 -7.416863 0.37 -0.29 0.14
H 6.901945 5.076808 -6.530964 -0.31 -0.44 0.19
H -1.824236 3.770235 -0.447117 -0.03 0.04 -0.10
H 7.692359 2.702908 -6.719882 -0.48 0.05 0.09
H -0.372423 -0.344892 1.665042 0.38 0.17 -0.54
H 5.499312 -1.314877 -3.875818 -0.10 -0.18 -0.37
H 2.992019 3.677674 -5.310034 0.47 -0.05 -0.09
H 1.334556 -1.351989 -3.348311 0.05 -0.41 -0.27
H 3.952597 -4.758304 -3.301591 -0.32 0.17 -0.28
H -3.941928 -1.617672 0.591165 0.64 -0.42 -0.26
H 5.818196 -3.884431 -7.345778 -0.12 0.53 0.32
H 6.160010 0.834909 -6.199665 -0.25 0.40 0.08
H -0.368367 -1.914404 -7.275618 -0.29 -0.58 -1.05
H 2.052598 2.600988 -3.194265 0.26 0.18 -0.13
H 3.046448 -2.687814 -2.235436 -0.06 -0.19 -0.08
H -1.183776 -1.371131 -5.091893 -0.21 0.11 0.06
H 5.077397 -0.316247 -2.331265 0.25 0.53 -0.20
H 1.903916 -1.717753 1.181158 0.01 0.47 -0.29
H -4.471443 0.646272 0.599985 0.25 0.55 -0.19
```
Positions in Å, forces in eV/Å.

The calculation puts the molar mass at 810.28 g/mol. Its orbital gap (spin up / spin down) is 5.84 / 4.39 eV. The calculation puts the LUMO energy (spin up / spin down) at -0.111 / -0.114 Ha. Its relative energy (zero: lowest compared OMol25 entry of this formula, charge and spin) is 200.1 kJ/mol. Its net charge is +1. The value obtained for the total energy is -76899.744 eV.

Atomic partial charges in e from the Löwdin method, atoms 1 to 6: Bi 1.65; Cl 0.30; Si 0.52; Si 0.52; N -0.04; N 0.12

=====

A structure of composition C14H18F2N2O2. Source: the Open Molecules 2025 dataset; level of theory: wB97M-V/def2-TZVPD.

Geometry as XYZ:
```
38
Properties=species:S:1:pos:R:3:forces:R:3
F 4.427126 1.099655 1.606562 -2.38 -2.86 1.48
F 1.052438 -2.265547 1.873057 -0.37 -0.77 -0.20
O 2.367059 -1.192511 -0.665345 0.83 -9.00 -8.72
O -4.721412 0.011755 -1.726555 -7.76 -3.04 5.53
N 1.899964 0.817726 -0.107597 -0.38 8.80 2.14
N -1.931565 0.229364 -1.652386 -1.40 2.21 -0.43
C 4.201383 -0.413692 3.491250 -0.26 0.55 3.37
C 2.458211 -2.026110 3.580494 -0.98 -6.42 5.21
C 1.616025 1.369378 -1.416558 1.93 -5.35 -2.26
C 0.229001 1.589996 -1.628301 -2.06 -3.81 11.98
C 2.184853 -1.664253 2.377065 -8.35 -6.93 -0.07
C -4.305830 1.189716 -1.334622 5.12 2.84 -3.74
C 2.654245 -0.839899 1.646207 6.92 13.21 -7.99
C -2.783846 1.067429 -0.871216 -0.88 5.78 1.03
C 2.271763 -0.382712 0.076819 0.86 2.52 10.68
C -0.574479 0.149771 -1.223711 -3.75 9.77 6.37
C -2.604106 -0.970433 -1.801150 2.17 -5.59 3.27
C -4.036993 -1.005323 -2.194238 4.37 3.62 -6.02
C 3.687093 -0.025050 2.305717 1.68 0.19 -1.93
C 3.455380 -1.512926 4.230485 4.26 3.70 1.98
H -0.187947 -0.591818 -1.623090 4.15 -6.99 -3.60
H -4.881186 1.885154 -0.704397 -0.26 -1.15 0.11
H -0.090600 2.514063 -0.600628 0.64 -2.64 -3.03
H -3.949391 -0.395452 -3.234990 0.55 -2.70 -0.24
H -0.594151 0.056036 0.081855 0.39 -0.01 -3.65
H -2.892736 0.882680 0.168083 0.43 -1.75 1.43
H 4.960089 0.270553 4.036817 -1.18 -1.56 -1.13
H 2.015152 -3.043845 3.928744 0.22 2.26 -0.33
H -4.281675 1.610405 -2.416798 0.45 1.43 1.40
H -2.652965 -1.484164 -0.553436 0.37 0.71 -2.87
H -0.071032 2.013116 -2.396618 -2.70 3.58 -7.50
H 2.080774 2.281933 -1.611169 1.88 1.02 -0.32
H -2.386722 2.247578 -0.618426 -0.73 -2.97 -1.71
H -4.409223 -1.988550 -2.359152 -1.02 -0.38 0.63
H 2.092722 1.666418 0.610283 -0.58 -3.41 -1.73
H 3.654557 -1.787456 5.323983 0.18 0.45 -1.98
H -1.906260 -1.674173 -2.451873 -1.84 1.03 1.33
H 1.954283 0.311186 -2.145168 -0.53 3.67 1.51
```
Positions in Å, forces in eV/Å.

The calculation puts the molar mass at 284.31 g/mol. Its orbital gap is 8.94 eV. The calculation puts the LUMO energy at 0.022 Ha. Its relative energy (zero: lowest compared OMol25 entry of this formula, charge and spin) is 1231.6 kJ/mol. Its net charge is 0. The value obtained for the total energy is -27307.375 eV.

Atomic partial charges in e from the natural (NBO) method, atoms 1 to 6: F -0.38; F -0.34; O -0.55; O -0.53; N -0.63; N -0.49

=====

A cluster of 2 separate species, C2H5NOS in total. Source: the Open Molecules 2025 dataset; level of theory: wB97M-V/def2-TZVPD.

Geometry as XYZ:
```
10
Properties=species:S:1:pos:R:3:forces:R:3
S -1.540902 0.754115 0.594498 -0.09 -0.10 -0.15
O 2.612338 -0.141653 -1.474262 0.55 -0.78 -1.27
N 2.144964 0.504347 -0.603390 -0.47 0.67 1.44
C 1.726991 1.073620 0.308866 0.43 -0.32 -0.73
C -0.995090 -0.809401 -0.173459 -0.11 0.27 0.42
H 1.199647 1.692093 0.962585 -0.40 0.47 0.59
H -2.499226 0.223748 1.363226 0.01 0.02 0.04
H -1.852947 -1.351317 -0.551539 -0.03 -0.07 -0.11
H -0.335099 -0.544785 -0.991417 0.04 -0.05 -0.08
H -0.460675 -1.400766 0.564891 0.06 -0.10 -0.13
```
Positions in Å, forces in eV/Å.

The calculation puts the molar mass at 91.13 g/mol. Its orbital gap is 10.08 eV. The structure (SMILES) is C#[N+][O-].CS. The calculation puts the LUMO energy at 0.028 Ha. Its relative energy (zero: lowest compared OMol25 entry of this formula, charge and spin) is 363.5 kJ/mol. Its net charge is 0. The value obtained for the total energy is -16524.614 eV.

Atomic partial charges in e from the natural (NBO) method, atoms 1 to 6: S -0.07; O -0.40; N 0.21; C -0.07; C -0.72; H 0.26